(1)
C26H54MgN2O11S3 as an isolated structure, computed with wB97M-V/def2-TZVPD.

Geometry as XYZ:
```
97
Properties=species:S:1:pos:R:3:forces:R:3
Mg 2.624 -0.985 1.860 -0.26 0.18 -0.53
C 0.707 -0.202 -0.653 2.33 -1.72 2.84
O 0.474 -1.306 -0.131 -4.24 -5.92 -0.12
O 0.602 0.533 0.306 -3.98 6.95 3.91
O 1.891 -0.276 -0.908 6.28 0.52 -6.07
C 3.552 -6.202 -2.440 0.06 0.19 0.21
C 3.316 -6.608 -3.792 -1.27 -1.42 -3.00
N 3.075 -6.980 -4.871 0.59 0.82 1.98
H 4.221 -5.349 -2.552 0.20 -0.07 0.81
H 3.955 -7.058 -1.900 0.37 0.34 0.12
H 2.622 -5.912 -1.951 0.06 0.15 -0.12
C 6.892 -2.035 -5.046 0.64 -0.34 -0.01
C 7.551 -3.333 -4.909 -0.86 0.55 0.40
N 8.047 -4.350 -4.766 0.51 -0.84 0.04
H 7.578 -1.508 -5.710 -0.56 0.54 -0.15
H 6.850 -1.527 -4.082 0.04 -0.05 -0.06
H 5.883 -2.159 -5.437 0.22 0.14 -0.18
C 7.033 -3.489 4.574 0.23 -0.50 0.58
S 6.781 -4.321 2.926 -0.88 4.10 0.34
O 5.576 -3.501 2.409 1.53 -1.77 0.39
C 8.265 -3.477 2.206 0.31 -0.95 -0.31
H 6.292 -3.820 5.302 -0.31 -0.09 -0.38
H 6.974 -2.404 4.482 -0.30 -0.12 -0.56
H 7.984 -3.684 5.068 0.29 -0.39 -0.42
H 8.387 -2.401 2.330 -0.83 -0.02 0.24
H 8.264 -3.722 1.144 -0.09 0.07 -0.01
H 9.163 -3.924 2.632 -0.04 -0.29 0.10
C -3.671 2.477 5.313 0.20 0.27 0.31
S -4.861 3.510 6.276 0.25 1.15 -2.15
O -4.778 4.904 5.637 -0.12 -1.92 1.05
C -6.372 2.736 5.591 -0.30 0.08 0.95
H -2.670 2.535 5.741 -0.17 0.06 0.39
H -3.557 2.911 4.319 -0.53 -0.06 -0.07
H -3.989 1.435 5.299 -0.06 0.09 -0.08
H -6.530 1.746 6.018 0.48 -0.25 -0.14
H -6.465 2.725 4.505 0.30 0.21 0.12
H -7.179 3.297 6.063 -0.05 0.37 -0.37
C 6.680 3.324 4.612 -0.41 0.90 -0.05
S 5.572 3.130 3.175 -0.15 -0.08 -0.29
O 5.159 1.702 3.143 -0.20 -0.02 0.02
C 4.093 4.132 3.676 0.56 -0.63 1.25
H 6.292 2.930 5.551 -0.18 -0.11 -0.19
H 6.824 4.401 4.689 0.01 0.13 0.23
H 7.667 2.917 4.392 -0.31 -0.32 -0.27
H 4.455 5.057 4.124 -0.11 0.25 -0.46
H 3.590 3.602 4.485 0.11 -0.27 0.09
H 3.337 4.252 2.899 0.63 0.09 -0.34
C 3.622 5.224 -2.761 -0.07 -0.61 0.05
C 3.295 5.370 -4.243 0.91 1.92 -0.91
O 3.894 6.190 -4.931 -0.16 -0.86 0.91
C 2.141 4.647 -4.901 0.85 -0.20 1.51
H 3.291 6.077 -2.168 -0.32 0.12 -0.28
H 4.692 5.171 -2.563 0.07 -0.02 -0.43
H 3.168 4.321 -2.353 -0.05 0.05 0.10
H 2.502 4.299 -5.869 -0.52 0.13 0.00
H 1.366 5.413 -4.915 -0.26 -0.31 -0.48
H 1.868 3.841 -4.219 -0.45 -0.24 -0.47
C -4.350 -0.509 -6.924 -0.39 0.34 -0.22
C -3.702 -1.843 -6.640 1.39 1.02 -1.44
O -4.116 -2.863 -7.110 -0.84 -0.82 0.15
C -2.333 -1.795 -6.016 0.56 -0.10 0.47
H -3.727 0.340 -6.642 -0.33 -0.07 0.66
H -5.372 -0.498 -6.544 0.12 0.30 0.34
H -4.476 -0.346 -7.994 0.07 -0.58 -0.24
H -1.750 -0.900 -6.234 -0.39 0.27 -0.10
H -1.714 -2.624 -6.359 -0.33 -0.25 0.22
H -2.448 -1.827 -4.932 0.13 -0.13 0.15
C -3.319 5.370 -0.729 -0.16 -0.06 0.35
C -4.418 6.395 -1.037 1.17 1.57 -2.62
O -4.209 7.254 -1.894 0.10 -0.87 1.00
C -5.775 6.327 -0.434 0.17 -0.47 0.52
H -2.411 5.429 -1.331 -0.43 0.59 -0.47
H -3.696 4.358 -0.875 -0.17 -0.07 0.34
H -2.937 5.489 0.285 -0.42 -0.18 0.31
H -5.616 6.299 0.644 -0.57 -0.35 0.16
H -6.222 5.415 -0.831 -0.17 -0.27 0.49
H -6.435 7.150 -0.709 0.48 0.10 -0.07
C -2.916 -6.352 1.230 0.58 -0.41 -0.14
C -2.788 -6.461 2.725 1.09 -2.34 2.47
O -2.477 -7.509 3.364 -0.98 2.98 -2.58
C -3.052 -5.197 3.509 -0.40 -0.58 0.22
H -3.976 -6.384 0.978 0.00 -0.21 -0.16
H -2.333 -7.131 0.741 -0.46 -0.32 0.06
H -2.521 -5.426 0.812 -0.11 0.30 0.42
H -2.363 -4.418 3.183 -0.15 0.13 0.15
H -2.995 -5.423 4.573 0.43 0.13 -0.09
H -4.090 -4.901 3.354 0.00 0.34 -0.38
C -6.168 -0.302 -0.010 -0.23 -0.62 -0.93
C -6.811 -1.670 0.082 -0.06 -0.75 0.68
O -6.542 -2.640 -0.605 -0.14 1.24 0.39
C -7.774 -1.738 1.250 -0.50 -1.04 -0.13
H -6.305 0.035 -1.038 0.21 0.21 -0.03
H -5.104 -0.457 0.170 0.02 0.39 0.14
H -6.667 0.389 0.670 0.43 0.01 0.00
H -8.183 -2.741 1.374 0.13 -0.08 -0.13
H -8.632 -1.086 1.087 0.15 0.33 0.08
H -7.267 -1.483 2.181 0.01 0.31 -0.06
```
Positions in Å, forces in eV/Å.

## Properties
Highest occupied orbital energy: -6.93 eV
E: -91275.87183 eV
LUMO: -3.4911 eV
HOMO-LUMO gap: 3.44 eV

(2)
C5H9BF10HfNO5S2Si as an isolated structure, computed with wB97M-V/def2-TZVPD.

Geometry as XYZ:
```
35
Properties=species:S:1:pos:R:3:forces:R:3
Hf -0.103 0.442 -0.492 1.00 0.56 0.51
F 3.122 -3.389 -1.622 0.02 0.00 -0.09
C 2.528 -3.170 -0.476 -0.04 0.00 -0.01
F 2.122 -4.284 0.078 -0.04 -0.05 0.03
F 3.293 -2.482 0.337 0.04 0.08 0.06
S 1.019 -2.117 -0.801 0.09 -0.01 -0.04
O 1.462 -0.810 -1.393 -0.17 0.14 -0.05
O 0.367 -1.744 0.458 -0.10 0.02 0.02
N 0.178 -2.949 -1.792 0.00 0.04 -0.02
S -1.081 -2.166 -2.391 -0.07 -0.14 -0.09
O -2.115 -3.026 -2.799 -0.06 -0.06 0.02
O -1.436 -1.053 -1.464 0.10 0.28 -0.03
C -0.447 -1.243 -3.908 -0.02 0.01 -0.05
F 0.644 -1.821 -4.358 0.00 0.00 0.01
F -1.395 -1.251 -4.810 0.00 0.00 0.01
F -0.174 0.023 -3.558 0.01 -0.10 0.06
C -1.777 0.743 1.473 -0.08 -0.18 -0.16
Si -0.123 1.220 2.356 0.06 -0.01 0.08
C -0.222 2.957 2.972 -0.04 -0.14 -0.03
C 0.284 -0.048 3.640 -0.05 0.08 -0.06
O 0.898 1.062 1.026 -0.52 -0.16 -0.53
H -2.485 0.519 2.276 0.03 0.07 0.04
H -1.854 -0.228 0.933 -0.06 -0.05 0.02
H -2.258 1.521 0.871 0.00 0.01 0.03
H -0.914 3.008 3.816 0.00 0.02 0.00
H -0.557 3.657 2.207 0.01 -0.02 -0.03
H 0.755 3.286 3.327 0.02 -0.02 0.00
H -0.444 -0.018 4.453 0.00 0.00 0.00
H 1.264 0.159 4.071 0.02 0.01 -0.01
H 0.300 -1.060 3.234 -0.01 0.00 -0.03
F -0.078 3.604 -0.354 0.00 0.15 -0.09
B -0.104 3.042 -1.565 -0.21 -0.15 -0.07
F -1.286 1.889 -1.409 0.09 -0.03 0.31
F 0.934 2.010 -1.669 0.00 -0.35 0.21
F -0.318 3.713 -2.667 0.02 0.00 -0.02
```
Positions in Å, forces in eV/Å.

## Properties
Charge: +1
Highest occupied orbital energy: -14.47 eV
E: -75768.40510 eV
LUMO: -3.8987 eV
HOMO-LUMO gap: 10.57 eV
Energy above the lowest of the compared OMol25 structures with the same formula, charge and spin: 0.0 kJ/mol

(3)
A 7-piece molecular cluster, C10H34INO9 overall, computed with wB97M-V/def2-TZVPD.

Geometry as XYZ:
```
55
Properties=species:S:1:pos:R:3:forces:R:3
N 0.995 -0.112 0.120 0.46 0.58 -0.65
H 1.746 0.530 0.406 -0.30 0.12 0.21
H 1.207 -1.044 0.522 -0.28 -0.40 -0.02
H 0.969 -0.082 -0.908 0.11 -0.59 0.08
H 0.080 0.217 0.403 0.15 -0.06 0.45
I 1.395 -3.002 1.970 -0.15 0.11 -0.05
C 2.973 -2.628 -3.258 -0.41 0.11 -0.46
C 1.615 -2.530 -2.590 -0.07 -0.18 -0.04
O 1.131 -1.174 -2.557 -0.20 -0.04 -0.10
H 3.329 -3.655 -3.181 0.27 0.11 0.18
H 3.676 -1.896 -2.865 0.11 -0.24 0.30
H 2.878 -2.408 -4.326 -0.05 -0.01 0.03
H 1.624 -2.891 -1.562 0.18 0.09 0.10
H 0.896 -3.158 -3.122 -0.02 0.02 0.02
H 0.503 -1.057 -3.275 0.10 0.12 -0.08
C -3.315 0.225 2.390 0.00 -0.42 0.32
C -1.999 -0.509 2.547 0.63 -0.07 0.18
O -2.264 -1.855 2.879 -0.33 0.13 0.00
O -3.135 1.627 2.254 -0.20 -0.10 0.11
H -3.928 -0.004 3.268 -0.06 -0.02 -0.08
H -3.841 -0.156 1.514 -0.07 0.28 -0.06
H -1.408 -0.031 3.345 -0.09 0.07 -0.03
H -1.382 -0.463 1.641 -0.24 0.08 0.00
H -1.415 -2.299 2.999 0.22 -0.16 -0.15
H -2.771 1.938 3.088 0.03 0.06 -0.01
C -2.283 -3.614 -0.474 0.49 -0.12 0.76
C -2.617 -2.150 -0.592 -0.34 0.24 -0.32
O -1.484 -1.300 -0.786 -0.16 -0.31 -0.05
O -1.882 -4.095 -1.756 -0.32 0.07 -0.13
H -3.137 -4.147 -0.042 -0.20 -0.01 -0.43
H -1.466 -3.781 0.237 0.05 0.33 0.03
H -3.149 -1.794 0.288 0.24 -0.15 0.16
H -3.302 -2.022 -1.441 -0.01 -0.07 0.00
H -1.010 -1.668 -1.541 0.23 0.11 0.08
H -1.788 -5.049 -1.701 0.12 0.01 -0.02
C -1.464 2.171 0.045 0.16 -0.36 0.24
C -1.034 2.608 -1.332 0.31 0.83 0.26
O -0.032 1.745 -1.892 -0.67 0.31 0.04
O -0.395 2.226 0.997 0.23 -0.12 -0.10
H -1.771 1.120 0.025 -0.03 0.13 -0.12
H -2.313 2.730 0.442 0.02 0.08 -0.47
H -0.596 3.614 -1.246 -0.07 0.01 0.03
H -1.909 2.723 -1.979 -0.02 -0.36 -0.05
H 0.118 2.116 -2.766 0.31 -0.29 -0.06
H -0.244 3.124 1.304 -0.19 0.08 -0.11
C 2.950 3.835 1.709 -0.64 -1.12 0.07
C 2.968 3.064 0.394 0.14 0.67 -0.09
O 3.165 1.671 0.579 0.17 0.15 0.12
O 4.225 3.854 2.327 0.16 0.32 -0.26
H 2.250 3.323 2.384 -0.15 0.17 -0.08
H 2.572 4.841 1.534 0.38 0.20 0.09
H 3.752 3.512 -0.229 0.09 -0.26 -0.03
H 2.032 3.173 -0.154 -0.11 -0.05 0.17
H 3.938 1.545 1.140 0.07 -0.14 -0.13
H 4.346 3.041 2.823 -0.06 0.06 0.13
```
Positions in Å, forces in eV/Å.

## Properties
Highest occupied orbital energy: -7.14 eV
E: -38938.68941 eV
LUMO: 0.0738 eV
HOMO-LUMO gap: 7.22 eV
Energy above the lowest of the compared OMol25 structures with the same formula, charge and spin: 0.0 kJ/mol

(4)
A 2-piece molecular cluster, C8H7F2I overall, computed with wB97M-V/def2-TZVPD.

Geometry as XYZ:
```
18
Properties=species:S:1:pos:R:3:forces:R:3
C 1.533 -1.906 -0.692 -0.11 0.52 1.92
C 0.508 -1.395 -1.453 0.26 -1.04 -2.56
C 1.879 -1.255 0.531 0.12 0.14 -2.22
C 0.020 -0.127 -1.275 1.33 -1.43 0.84
C 1.402 0.023 0.762 -0.29 -0.54 1.01
C 0.467 0.586 -0.158 0.01 0.98 -0.27
C -3.009 0.891 1.402 5.44 -2.08 -2.21
C 0.133 1.933 -0.070 -0.53 1.55 0.82
F 0.340 2.614 1.091 -0.33 -0.35 -1.31
F -0.714 2.602 -0.896 0.99 -0.96 1.12
I -3.005 -0.938 0.439 -0.30 0.36 0.33
H 2.158 -2.739 -0.933 -0.29 -0.69 -0.43
H 0.203 -1.876 -2.431 0.50 0.27 1.36
H 2.703 -1.762 1.003 -0.02 0.46 0.95
H -0.453 0.203 -2.141 -1.38 1.39 -0.61
H 1.682 0.578 1.673 -0.12 -0.24 -0.72
H -3.860 1.235 1.748 -3.83 1.79 1.67
H -1.987 1.336 1.400 -1.44 -0.12 0.31
```
Positions in Å, forces in eV/Å.

## Properties
Highest occupied orbital energy (alpha / beta): -8.22 / -7.32 eV
E: -21940.72151 eV
LUMO (alpha / beta): -0.4574 / -0.2563 eV
HOMO-LUMO gap (alpha / beta): 7.77 / 7.07 eV
Energy above the lowest of the compared OMol25 structures with the same formula, charge and spin: 7.3 kJ/mol

(5)
A 2-piece molecular cluster, C19H29ClFN3O overall, computed with wB97M-V/def2-TZVPD.

Geometry as XYZ:
```
54
Properties=species:S:1:pos:R:3:forces:R:3
C 0.819 -2.899 -2.681 0.17 0.34 -0.37
C -0.514 -2.158 -2.619 -0.19 0.57 -0.07
N -0.342 -0.693 -2.725 0.40 0.39 0.46
C -1.449 0.160 -2.463 0.31 -1.18 0.04
C -2.344 -0.117 -1.505 0.26 0.38 0.03
C -1.659 1.319 -3.362 0.30 0.40 -0.19
C -1.238 2.600 -3.011 -0.12 -0.50 0.04
C -1.383 3.648 -3.895 0.02 0.30 0.01
C -1.949 3.439 -5.137 -0.01 0.19 -0.11
C -2.373 2.175 -5.494 -0.15 0.01 -0.22
C -2.230 1.124 -4.615 0.14 -0.31 0.30
C 0.612 -0.261 -3.762 -0.43 0.00 -0.04
C 1.887 -1.094 -3.758 -0.23 -0.22 0.16
O 1.605 -2.485 -3.789 -0.31 -0.19 -0.11
H 1.406 -2.720 -1.774 0.00 0.12 0.32
H 0.671 -3.984 -2.766 -0.06 0.36 -0.11
H -1.169 -2.479 -3.433 0.00 -0.25 -0.13
H -1.032 -2.396 -1.685 0.18 -0.03 -0.12
H -3.221 0.486 -1.381 -0.19 0.22 -0.01
H -2.213 -0.940 -0.837 -0.07 -0.55 0.22
H -0.785 2.758 -2.048 0.12 0.07 0.28
H -1.056 4.637 -3.616 0.06 0.15 0.05
H -2.061 4.259 -5.827 0.00 0.12 -0.08
H -2.819 2.008 -6.461 -0.07 -0.03 -0.14
H -2.548 0.133 -4.892 -0.11 -0.20 -0.11
H 0.116 -0.320 -4.733 0.25 -0.09 -0.26
H 0.849 0.795 -3.593 0.07 -0.21 -0.05
H 2.516 -0.866 -4.627 -0.31 -0.09 0.17
H 2.482 -0.895 -2.861 0.03 0.20 0.21
Cl 1.640 -1.602 6.957 0.15 0.01 0.25
C 1.974 -0.141 6.055 0.27 -0.01 0.49
N 1.235 -0.161 4.745 -0.33 -0.08 -0.50
C 1.669 -1.372 3.921 0.09 0.16 0.42
C 0.912 -1.404 2.593 -0.35 -0.09 -0.76
N -0.042 -0.223 2.518 0.58 0.01 1.05
F -0.731 -0.257 1.323 0.38 0.07 0.58
C 0.752 1.071 2.616 -0.38 0.08 -0.79
C 1.513 1.113 3.942 0.22 -0.30 0.71
C -1.027 -0.298 3.675 -0.50 -0.01 -0.67
C -0.268 -0.268 5.002 0.38 0.00 0.26
H 1.666 0.720 6.644 -0.22 0.05 -0.18
H 3.045 -0.068 5.878 -0.04 -0.06 -0.28
H 2.751 -1.325 3.769 -0.15 0.26 0.01
H 1.482 -2.273 4.513 -0.14 0.30 -0.10
H 1.587 -1.354 1.735 -0.15 0.24 0.05
H 0.329 -2.320 2.483 -0.16 0.22 0.04
H 1.427 1.121 1.759 -0.11 -0.25 0.03
H 0.056 1.907 2.520 -0.12 -0.24 0.05
H 1.224 1.978 4.545 -0.16 -0.26 0.01
H 2.592 1.202 3.786 -0.14 -0.27 -0.01
H -1.726 0.537 3.585 0.24 0.02 -0.17
H -1.611 -1.213 3.566 0.21 0.00 -0.17
H -0.451 -1.172 5.591 0.17 0.13 -0.28
H -0.580 0.572 5.628 0.22 0.05 -0.20
```
Positions in Å, forces in eV/Å.

## Properties
Charge: +2
Highest occupied orbital energy: -11.96 eV
E: -41910.48973 eV
LUMO: -6.9103 eV
HOMO-LUMO gap: 5.05 eV
Energy above the lowest of the compared OMol25 structures with the same formula, charge and spin: 250.0 kJ/mol

So what do the calculations give for F_max? Going down the list: 0.1733 0.0244 0.0251 0.1212 0.0237 hartree/bohr.